# 1
C33H44N4P2Pt as an isolated structure at a distorted geometry, computed with ωB97M-V/def2-TZVPD.

Atoms and positions in Å:
Pt -0.98 1.48 0.02
C 1.17 -3.19 3.91
C 1.51 -2.05 3.30
C 1.95 -1.90 1.87
C 0.77 -1.96 0.90
C 0.60 -3.26 0.19
C 0.72 -4.50 0.70
C 1.46 -4.92 1.94
C 0.79 -4.49 3.29
C -3.12 1.39 0.19
H 1.14 -3.21 5.01
H 1.48 -1.11 3.86
H 2.71 -2.67 1.63
H 2.43 -0.92 1.75
H -0.15 -1.67 1.42
H 0.91 -1.18 0.14
H 0.23 -3.14 -0.83
H 0.22 -5.32 0.16
H 2.49 -4.55 1.91
H 1.49 -6.02 1.93
H -0.30 -4.59 3.19
H 1.07 -5.25 4.04
H -3.37 2.03 1.04
H -3.44 0.36 0.44
H -3.72 1.73 -0.67
P -1.61 0.68 -1.94
P 1.30 2.01 -0.71
N -2.03 -0.97 -2.15
N -2.36 1.51 -3.27
N 2.56 0.57 -1.14
N 2.79 3.28 -1.32
C 0.05 0.64 -2.61
C 0.66 2.02 -2.40
C -3.21 -1.56 -1.69
C -3.41 -2.73 -2.39
C -2.34 -2.85 -3.34
C -1.53 -1.76 -3.19
C -3.44 2.39 -3.20
C -3.86 2.67 -4.48
C -3.02 1.96 -5.38
C -2.11 1.25 -4.63
C 3.50 0.06 -0.24
C 4.26 -0.97 -0.85
C 3.79 -1.07 -2.19
C 2.83 -0.07 -2.36
C 3.72 2.98 -2.31
C 4.46 4.11 -2.64
C 4.02 5.15 -1.78
C 3.01 4.60 -0.97
H 0.08 0.35 -3.65
H 0.55 -0.14 -2.00
H 1.42 2.26 -3.15
H -0.09 2.82 -2.41
H -3.78 -1.09 -0.90
H -4.23 -3.42 -2.27
H -2.19 -3.64 -4.07
H -0.64 -1.48 -3.74
H -3.73 2.78 -2.23
H -4.69 3.32 -4.74
H -3.04 1.98 -6.47
H -1.25 0.66 -4.93
H 3.58 0.44 0.76
H 5.04 -1.55 -0.38
H 4.12 -1.78 -2.95
H 2.32 0.20 -3.27
H 3.81 1.99 -2.71
H 5.23 4.14 -3.41
H 4.39 6.17 -1.76
H 2.45 5.07 -0.16
C -3.22 1.01 4.58
C -1.67 1.08 4.54
C -1.09 2.28 5.30
C -1.06 -0.24 5.05
C -1.19 1.32 3.16
C -0.92 1.47 1.97
H -3.57 0.71 5.57
H -3.57 0.27 3.86
H -3.66 1.98 4.33
H -1.10 2.14 6.39
H -0.05 2.44 4.98
H -1.64 3.21 5.05
H -1.42 -1.08 4.46
H 0.03 -0.20 4.97
H -1.31 -0.45 6.09

Computed properties:
* molar mass: 753.769 g mol⁻¹
* energy relative to the best compared isomer or geometry (same formula, charge and spin): 40.7 kcal/mol
* spin multiplicity: 5
* gap between HOMO and LUMO (spin up / spin down): 6.038 / 2.772 eV
* total charge: +2
* lowest unoccupied orbital energy (spin up / spin down): -5.52 / -9.57 eV
* largest force on an atom: 0.0536 hartree/bohr
* HOMO level (spin up / spin down): -11.56 / -12.34 eV
* ⟨S²⟩: 6.047

Here are the Mulliken charges for atoms 1 to 5, given in e: 0.9890, -0.6960, -0.5869, 0.1176, 2.4690


# 2
One molecule with the formula CH6SSi at a distorted geometry, computed with ωB97M-V/def2-TZVPD.

Atoms and positions in Å:
C -1.51 0.65 -0.44
S -0.81 -0.57 0.84
Si 1.49 -0.69 0.44
H -2.60 0.90 -0.04
H -1.47 0.25 -1.50
H -0.84 1.56 -0.24
H 2.04 -1.56 1.45
H 1.81 0.67 0.43
H 1.89 -1.22 -0.95

Computed properties:
* molar mass: 78.212 g mol⁻¹
* energy relative to the best compared isomer or geometry (same formula, charge and spin): 24.1 kcal/mol
* SMILES: CS[SiH3]
* gap between HOMO and LUMO: 9.709 eV
* total charge: 0
* lowest unoccupied orbital energy: 0.87 eV
* largest force on an atom: 0.0619 hartree/bohr
* HOMO level: -8.84 eV

Here are the Mulliken charges for atoms 1 to 5, given in e: -0.6917, -0.2203, 0.4622, 0.2536, 0.2564


# 3
C28H28ClN2O7SeTa as an isolated structure, computed with ωB97M-V/def2-TZVPD.

Atoms and positions in Å:
Ta -0.14 -0.81 -0.18
C -3.29 -0.13 -1.57
O -2.28 0.32 -0.65
C -2.38 1.60 -0.17
C -3.47 2.41 -0.44
C -3.52 3.70 0.07
C -2.48 4.18 0.85
C -1.40 3.36 1.12
C -1.34 2.06 0.63
N -0.24 1.19 0.91
N 0.52 1.64 1.80
C 1.68 1.04 2.19
C 2.29 0.01 1.47
O 1.72 -0.50 0.41
C 3.56 -0.48 1.87
C 4.16 0.02 2.97
C 3.57 1.06 3.76
C 4.21 1.55 4.91
C 3.64 2.55 5.65
C 2.40 3.09 5.25
C 1.76 2.62 4.13
C 2.33 1.59 3.36
H -3.34 0.56 -2.41
H -4.25 -0.18 -1.06
H -2.98 -1.11 -1.89
H -4.29 2.05 -1.05
H -4.37 4.33 -0.16
H -2.50 5.19 1.23
H -0.57 3.72 1.72
H 4.00 -1.27 1.27
H 5.12 -0.38 3.29
H 5.16 1.12 5.21
H 4.12 2.93 6.54
H 1.94 3.87 5.84
H 0.80 3.02 3.84
O 0.30 -4.19 -2.13
Se -0.49 -3.63 -0.86
O -1.42 -4.57 0.01
O 0.58 -2.69 0.12
O -1.26 -2.15 -1.28
Cl 1.74 -0.28 6.57
C 0.75 -0.61 5.17
C 1.07 -1.67 4.34
C 0.31 -1.89 3.20
C -0.76 -1.05 2.86
C -1.50 -1.19 1.57
C -1.06 -0.01 3.74
C -0.33 0.21 4.90
H 1.91 -2.31 4.58
H 0.57 -2.71 2.54
H -2.39 -0.56 1.59
H -1.83 -2.22 1.41
H -1.90 0.65 3.51
H -0.57 1.03 5.56
C 1.37 1.68 -3.09
C 0.73 0.31 -2.99
C -0.30 0.09 -4.09
C 1.79 -0.79 -3.01
O 0.03 0.28 -1.74
H 1.94 1.78 -4.02
H 2.06 1.84 -2.26
H 0.61 2.46 -3.06
H 0.18 0.11 -5.07
H -1.06 0.88 -4.05
H -0.78 -0.88 -3.96
H 2.32 -0.79 -3.96
H 1.32 -1.78 -2.90
H 2.51 -0.64 -2.21

Computed properties:
* molar mass: 799.900 g mol⁻¹
* energy relative to the best compared isomer or geometry (same formula, charge and spin): 1.5 kcal/mol
* gap between HOMO and LUMO: 6.672 eV
* total charge: 0
* lowest unoccupied orbital energy: -1.40 eV
* largest force on an atom: 0.0086 hartree/bohr
* HOMO level: -8.07 eV

Here are the Mulliken charges for atoms 1 to 5, given in e: 1.5772, -1.1922, 0.0204, 0.5871, -0.7232


# 4
C33H26Cl5N5OPbS as an isolated structure at a distorted geometry, computed with ωB97M-V/def2-TZVPD.

Atoms and positions in Å:
Pb 1.29 0.15 -0.33
C -5.13 -0.41 3.84
C -4.11 -0.19 2.77
C -4.34 -0.64 1.46
C -3.39 -0.48 0.48
C -2.16 0.09 0.75
N -1.21 0.35 -0.40
C -1.81 0.87 -1.55
C -2.98 1.65 -1.40
C -3.69 2.18 -2.45
C -3.25 2.02 -3.76
C -3.99 2.60 -4.93
C -2.04 1.37 -3.93
C -1.32 0.81 -2.87
N -0.06 0.23 -3.28
C 0.20 -0.25 -4.51
C 1.56 -0.38 -4.66
C 2.09 0.05 -3.45
N 1.12 0.40 -2.61
C -1.84 0.65 2.06
C -2.90 0.39 3.00
N -0.09 1.81 1.25
C -0.45 2.63 3.17
C -0.13 3.91 2.60
C 0.34 3.82 1.07
N 0.34 2.56 0.37
H -6.08 0.05 3.56
H -4.81 0.01 4.79
H -5.32 -1.48 3.97
H -5.26 -1.17 1.23
H -3.57 -0.84 -0.53
H -3.30 1.87 -0.39
H -4.59 2.75 -2.25
H -5.04 2.74 -4.71
H -3.90 1.95 -5.80
H -3.56 3.57 -5.20
H -1.63 1.34 -4.92
H -0.59 -0.49 -5.20
H 2.09 -0.73 -5.53
H 3.12 0.13 -3.15
H -2.58 0.63 4.02
H -1.02 1.02 3.55
H -0.12 4.86 3.11
H 0.70 4.67 0.52
Cl 2.18 -2.73 3.34
C 1.72 -1.48 4.39
C 1.06 -0.29 3.93
C 0.45 0.36 2.99
Cl -0.51 1.34 2.46
C 0.68 0.52 5.23
Cl -0.16 2.26 5.25
C 1.10 -0.19 6.28
Cl 0.97 0.16 7.93
C 1.73 -1.44 5.75
Cl 2.34 -2.63 6.77
C 1.91 -3.48 -2.63
S 2.15 -2.54 -1.12
O 1.82 -3.43 0.02
C 3.92 -2.30 -1.14
C 4.53 -2.22 0.10
C 5.90 -1.99 0.17
C 6.64 -1.85 -0.99
C 6.02 -1.94 -2.23
C 4.65 -2.16 -2.32
H 2.74 -4.17 -2.74
H 1.83 -2.80 -3.48
H 0.98 -4.03 -2.50
H 3.94 -2.36 1.00
H 6.38 -1.94 1.14
H 7.70 -1.66 -0.94
H 6.60 -1.85 -3.14
H 4.18 -2.25 -3.29

Computed properties:
* molar mass: 925.137 g mol⁻¹
* energy relative to the best compared isomer or geometry (same formula, charge and spin): 661.8 kcal/mol
* gap between HOMO and LUMO (spin up / spin down): 4.898 / 4.900 eV
* total charge: +2
* lowest unoccupied orbital energy (spin up / spin down): -7.29 / -7.29 eV
* largest force on an atom: 0.2057 hartree/bohr
* HOMO level (spin up / spin down): -12.19 / -12.19 eV

Here are the Mulliken charges for atoms 1 to 5, given in e: 1.2762, -1.7467, 0.2323, -0.6265, -0.3962


# 5
A 2-piece molecular cluster, C4H12 overall, computed with ωB97M-V/def2-TZVPD.

Atoms and positions in Å:
C 1.59 -1.17 1.73
C 1.87 0.34 1.92
H 1.31 -1.27 0.69
H 2.49 -1.72 1.98
H 0.76 -1.57 2.33
H 1.09 0.97 1.50
H 2.06 0.58 2.97
H 2.79 0.54 1.40
C -1.82 1.14 -1.97
C -1.71 -0.34 -1.66
H -2.75 1.61 -1.68
H -1.01 1.70 -1.51
H -1.70 1.32 -3.04
H -1.43 -0.47 -0.61
H -2.64 -0.87 -1.87
H -0.88 -0.80 -2.19

Computed properties:
* molar mass: 60.140 g mol⁻¹
* energy relative to the best compared isomer or geometry (same formula, charge and spin): 3.4 kcal/mol
* SMILES: CC.CC
* gap between HOMO and LUMO: 12.841 eV
* total charge: 0
* lowest unoccupied orbital energy: 1.07 eV
* largest force on an atom: 0.0181 hartree/bohr
* HOMO level: -11.77 eV

Here are the Mulliken charges for atoms 1 to 5, given in e: -0.7816, -0.7863, 0.2051, 0.3088, 0.2689


# 6
One molecule with the formula C4H7NO3S at a distorted geometry, computed with ωB97M-V/def2-TZVPD.

Atoms and positions in Å:
O 3.26 -0.35 -1.05
N 2.47 -0.49 -0.16
O 2.71 -0.58 1.01
C 1.00 -0.46 -0.53
C 0.33 -1.79 0.03
S -1.49 -1.35 -0.20
C -1.29 0.36 0.34
C 0.27 0.76 0.23
O 0.48 1.97 -0.38
H 0.85 -0.41 -1.69
H 0.59 -2.82 -0.50
H 0.49 -1.87 1.18
H -1.62 0.59 1.37
H -1.80 0.88 -0.40
H 0.72 0.68 1.18
H 1.00 1.83 -1.15

Computed properties:
* molar mass: 149.171 g mol⁻¹
* energy relative to the best compared isomer or geometry (same formula, charge and spin): 71.3 kcal/mol
* SMILES: O=[N+]([O-])[C@H]1CSC[C@@H]1O
* gap between HOMO and LUMO: 9.400 eV
* total charge: 0
* lowest unoccupied orbital energy: 0.25 eV
* largest force on an atom: 0.0678 hartree/bohr
* HOMO level: -9.15 eV

Here are the Mulliken charges for atoms 1 to 5, given in e: -0.6099, 1.0361, -0.5736, -0.4013, -0.6376


# 7
A 10-piece molecular cluster, C36H91NO10 overall at a distorted geometry, computed with ωB97M-V/def2-TZVPD.

Atoms and positions in Å:
C 0.74 -7.38 6.33
C 0.47 -6.27 5.35
C -0.87 -6.53 4.66
C 0.28 -4.92 6.14
C 1.62 -4.23 6.49
C 2.47 -4.07 5.21
C 2.69 -5.39 4.40
C 3.12 -5.01 2.95
C 3.80 -6.23 5.03
N 1.43 -6.11 4.24
O 1.58 -7.34 3.52
H 1.66 -7.25 6.91
H -0.12 -7.55 6.97
H 0.95 -8.33 5.85
H -1.64 -6.51 5.43
H -1.16 -5.88 3.83
H -0.72 -7.54 4.27
H -0.39 -4.26 5.60
H -0.22 -5.09 7.09
H 1.32 -3.31 7.01
H 2.16 -4.85 7.20
H 3.38 -3.61 5.60
H 1.88 -3.39 4.60
H 4.11 -4.57 2.92
H 2.43 -4.39 2.36
H 3.15 -5.93 2.37
H 4.18 -7.06 4.43
H 3.57 -6.78 5.95
H 4.55 -5.54 5.42
H 1.14 -7.12 2.70
C 7.21 -9.16 11.97
C 5.75 -8.74 11.86
C 5.39 -8.01 10.53
O 4.83 -9.76 12.03
H 7.95 -8.37 12.02
H 7.45 -9.90 11.21
H 7.44 -9.79 12.83
H 5.55 -8.03 12.66
H 5.84 -8.62 9.74
H 5.98 -7.11 10.40
H 4.34 -7.79 10.36
H 4.85 -10.14 11.15
C 10.32 -4.94 -2.04
C 11.39 -4.33 -1.07
C 11.13 -2.81 -0.88
O 11.31 -4.91 0.16
H 9.32 -4.53 -1.90
H 10.15 -6.00 -1.86
H 10.63 -4.70 -3.05
H 12.41 -4.49 -1.42
H 11.97 -2.41 -0.31
H 10.36 -2.47 -0.19
H 11.04 -2.35 -1.86
H 11.97 -4.54 0.76
C 16.32 -3.30 4.84
C 15.35 -3.10 3.66
C 15.67 -4.15 2.57
O 14.00 -3.32 3.90
H 17.34 -3.12 4.53
H 16.10 -4.28 5.29
H 16.23 -2.57 5.64
H 15.45 -2.12 3.18
H 15.30 -5.15 2.82
H 16.74 -4.29 2.46
H 15.22 -3.97 1.59
H 13.75 -2.68 4.57
C 16.85 -9.62 5.07
C 16.36 -10.04 6.44
C 16.59 -8.95 7.45
O 15.04 -10.26 6.47
H 16.55 -8.63 4.73
H 16.68 -10.46 4.40
H 17.94 -9.53 5.12
H 16.98 -10.91 6.66
H 17.61 -8.57 7.41
H 16.33 -9.36 8.43
H 15.95 -8.10 7.23
H 14.63 -9.41 6.28
C 11.53 -5.98 7.73
C 11.25 -6.88 6.60
C 9.89 -6.55 5.87
O 12.33 -6.90 5.66
H 11.71 -4.99 7.30
H 12.38 -6.28 8.34
H 10.71 -5.85 8.43
H 11.20 -7.89 7.01
H 9.00 -6.51 6.50
H 9.69 -7.23 5.04
H 9.90 -5.57 5.39
H 12.28 -6.05 5.21
C 14.62 0.85 8.24
C 13.71 -0.30 8.53
C 12.72 0.14 9.62
O 13.03 -0.72 7.33
H 15.34 0.54 7.48
H 15.16 1.33 9.06
H 14.03 1.64 7.78
H 14.37 -1.10 8.87
H 11.83 0.73 9.38
H 13.16 0.63 10.49
H 12.19 -0.74 9.99
H 12.34 -0.08 7.15
C 13.32 -9.80 0.72
C 13.59 -10.87 -0.32
C 15.11 -11.26 -0.49
O 12.81 -11.98 0.09
H 13.92 -8.93 0.47
H 13.61 -10.02 1.75
H 12.30 -9.41 0.71
H 13.23 -10.38 -1.22
H 15.25 -12.32 -0.71
H 15.70 -11.04 0.40
H 15.69 -10.75 -1.27
H 13.20 -12.17 0.95
C 10.67 1.01 3.43
C 9.39 0.72 4.28
C 8.76 -0.63 4.06
O 9.83 0.85 5.56
H 11.48 0.36 3.77
H 11.09 2.00 3.63
H 10.50 0.81 2.38
H 8.65 1.50 4.13
H 7.82 -0.68 4.61
H 9.48 -1.36 4.41
H 8.36 -0.72 3.05
H 9.06 0.71 6.12
C 10.98 -13.43 4.68
C 12.23 -14.24 4.53
C 11.96 -15.52 3.67
O 13.24 -13.48 3.90
H 11.07 -12.54 5.31
H 10.12 -14.03 4.98
H 10.68 -13.08 3.69
H 12.69 -14.60 5.45
H 11.16 -16.08 4.15
H 12.83 -16.16 3.85
H 11.86 -15.43 2.59
H 13.32 -12.73 4.49

Computed properties:
* molar mass: 698.121 g mol⁻¹
* energy relative to the best compared isomer or geometry (same formula, charge and spin): 76.1 kcal/mol
* SMILES: CC1(C)CCCC(C)(C)N1O.CC(C)O.CC(C)O.CC(C)O.CC(C)O.CC(C)O.CC(C)O.CC(C)O.CC(C)O.CC(C)O
* gap between HOMO and LUMO: 8.636 eV
* total charge: 0
* lowest unoccupied orbital energy: 0.23 eV
* largest force on an atom: 0.0710 hartree/bohr
* HOMO level: -8.40 eV

Here are the Mulliken charges for atoms 1 to 5, given in e: -1.7321, 1.6038, -2.0232, -1.2512, -0.6825


# 8
A 2-piece molecular cluster, C2H9O5P overall at a distorted geometry, computed with ωB97M-V/def2-TZVPD.

Atoms and positions in Å:
O -1.20 1.69 -0.79
P -1.83 0.57 -1.49
O -1.79 -0.84 -0.76
O -1.24 0.21 -2.93
O -3.39 0.72 -1.81
H -0.94 -0.93 -0.23
H -0.93 1.04 -3.39
H -3.84 1.24 -1.09
C 1.03 -0.26 2.34
O 1.23 -1.11 1.23
C 2.28 -0.63 0.42
H 0.20 -0.68 2.94
H 0.77 0.76 2.03
H 1.93 -0.22 2.98
H 2.07 0.38 0.03
H 3.24 -0.60 0.97
H 2.39 -1.33 -0.43

Computed properties:
* molar mass: 144.063 g mol⁻¹
* energy relative to the best compared isomer or geometry (same formula, charge and spin): 0.0 kcal/mol
* SMILES: O=P(O)(O)O.COC
* gap between HOMO and LUMO: 10.710 eV
* total charge: 0
* lowest unoccupied orbital energy: 0.49 eV
* largest force on an atom: 0.0284 hartree/bohr
* HOMO level: -10.22 eV

Here are the Mulliken charges for atoms 1 to 5, given in e: -0.6003, 0.9243, -0.4420, -0.4626, -0.4759